# 1
The molecule C2H8N4S. Source: the Open Molecules 2025 dataset; level of theory: ωB97M-V/def2-TZVPD.

Each line ends with the natural charge from an NBO analysis.
Geometry (Å):
1 N 0.8569 -1.6936 -1.4934  -0.6774
2 N 1.2094 -0.4153 -0.9614  -0.3312
3 C 0.5182 -0.0169 0.0165  0.3238
4 C 0.4665 1.3273 0.5793  -0.5422
5 S -1.0424 2.2242 -0.0763  -0.0931
6 N -0.5325 -0.8194 0.3510  -0.4882
7 N -1.2611 -0.8685 1.5390  -0.6413
8 H 1.4451 -1.7077 -2.3694  0.3688
9 H -0.0743 -1.5877 -1.8242  0.3386
10 H 1.3169 1.9501 0.2323  0.2589
11 H 0.2689 1.4378 1.6021  0.2303
12 H -0.3388 2.8925 -1.4276  0.1674
13 H -0.4368 -1.7852 0.0054  0.3890
14 H -0.4753 -0.8212 2.2651  0.3401
15 H -1.9207 -0.1165 1.5617  0.3567

For the energy, the calculation gives -698.0893 hartree. As for the spin multiplicity: 1. The frontier orbital gap comes out at 8.73 eV. The calculation puts the HOMO energy at -0.310 hartree. As for the SMILES: N/N=C(/CS)NN. As for the energy above the lowest of the compared OMol25 structures with the same formula, charge and spin: 49.80 kcal per mole.

---

# 2
A cluster of 2 separate species, C2H8N5O in total. Source: the Open Molecules 2025 dataset; level of theory: ωB97M-V/def2-TZVPD.

Each line ends with the natural charge from an NBO analysis.
Geometry (Å):
1 C 0.7426 1.6547 1.8928  0.4667
2 C 0.2553 -0.7086 -1.3169  0.2235
3 N 1.9423 -0.6867 -3.0490  -0.1500
4 N 0.9853 -0.5471 -2.3307  -0.0057
5 N 0.8511 1.3503 0.6623  -0.7960
6 N -0.8665 -1.5106 -1.0580  -0.4056
7 N -1.5333 -1.1504 0.1314  -0.6535
8 O -0.3359 1.2518 2.5338  -0.6399
9 H 1.3405 2.4078 2.4853  0.1941
10 H 0.3249 0.1253 -0.5236  0.3368
11 H 2.1226 -0.1237 -3.8752  0.3893
12 H 1.7496 1.7027 0.2118  0.3723
13 H -1.4202 -2.0985 -1.7010  0.4225
14 H -2.3477 -0.6499 -0.0945  0.3616
15 H -0.9097 0.7445 1.9796  0.4961
16 H -1.8446 -1.9317 0.7195  0.3879

For the energy, the calculation gives -429.6306 hartree. As for the spin multiplicity: 1. As for the charge: +1. The frontier orbital gap comes out at 8.82 eV. The calculation puts the HOMO energy at -0.517 hartree. As for the energy above the lowest of the compared OMol25 structures with the same formula, charge and spin: 97.03 kcal per mole.

---

# 3
The molecule C2H8N6. Source: the Open Molecules 2025 dataset; level of theory: ωB97M-V/def2-TZVPD.

Each line ends with the natural charge from an NBO analysis.
Geometry (Å):
1 H 0.9357 -2.3676 0.9209  0.3473
2 N -0.0005 -1.9015 1.0189  -0.7225
3 C -0.0363 -0.7860 0.3931  0.3341
4 N -0.9680 0.1408 0.6660  -0.4702
5 N -2.1917 -0.2514 1.3189  -0.6838
6 C 1.0707 -0.0381 -0.2955  0.3708
7 N 2.1998 0.1451 0.2922  -0.6830
8 H 2.2798 -0.1192 1.3959  0.3689
9 N 1.0277 0.3680 -1.7306  -0.4352
10 N 0.0034 1.3017 -1.4038  -0.7178
11 H -1.0115 0.8606 -0.1460  0.4064
12 H -2.7085 -0.9448 0.3946  0.3530
13 H -1.9280 -0.6160 2.2850  0.3935
14 H 2.0075 0.7025 -1.8146  0.3752
15 H 0.0503 2.2216 -1.0357  0.3855
16 H -0.7303 1.2843 -2.2594  0.3780

For the energy, the calculation gives -409.3455 hartree. As for the spin multiplicity: 1. The frontier orbital gap comes out at 9.48 eV. The calculation puts the HOMO energy at -0.324 hartree. As for the SMILES: [H]/N=C(NN)\C(=N/[H])NN. As for the energy above the lowest of the compared OMol25 structures with the same formula, charge and spin: 119.96 kcal per mole.

---

# 4
A cluster of 2 separate species, C2H8NO in total. Source: the Open Molecules 2025 dataset; level of theory: ωB97M-V/def2-TZVPD.

Each line ends with the natural charge from an NBO analysis.
Geometry (Å):
1 C -0.9006 -0.0184 0.0247  -0.0164
2 O 0.3343 0.1915 -0.4911  -0.9533
3 C -1.9697 0.8606 -0.6581  -0.6377
4 H -0.9552 0.1863 1.1239  0.0786
5 H -1.2447 -1.0787 -0.0713  0.0703
6 H -2.9726 0.7079 -0.2395  0.1593
7 H -1.9737 0.6338 -1.7224  0.1824
8 H -1.6706 1.9111 -0.5529  0.1839
9 N 2.2957 -0.9861 1.0175  -1.1476
10 H 1.5329 -0.5625 0.4119  0.4382
11 H 3.1713 -0.5441 0.7601  0.3226
12 H 2.3858 -1.9615 0.7528  0.3197

For the energy, the calculation gives -210.9842 hartree. As for the spin multiplicity: 1. As for the charge: -1. The frontier orbital gap comes out at 7.44 eV. The calculation puts the HOMO energy at -0.095 hartree. As for the energy above the lowest of the compared OMol25 structures with the same formula, charge and spin: 0.00 kcal per mole.

---

# 5
A cluster of 2 separate species, C2H8NO in total. Source: the Open Molecules 2025 dataset; level of theory: ωB97M-V/def2-TZVPD.

Each line ends with the natural charge from an NBO analysis.
Geometry (Å):
1 N 0.3132 1.8301 -0.0080  -0.9095
2 C -0.1228 0.7143 0.8910  0.1072
3 O -0.9600 -0.2244 0.3296  -0.9447
4 H 0.6758 1.2806 -0.8690  0.3377
5 H -0.5369 2.3811 -0.3041  0.3272
6 H 0.8437 0.2345 1.1495  0.0712
7 H -0.4753 1.2053 1.7841  0.0881
8 C 0.5725 -2.0504 -0.9773  -0.9297
9 H 1.5445 -1.6853 -1.3212  0.1699
10 H 0.0342 -2.5317 -1.7458  0.1779
11 H -0.0193 -1.1528 -0.6350  0.3208
12 H 0.7224 -2.7316 -0.1215  0.1840

For the energy, the calculation gives -210.9613 hartree. As for the spin multiplicity: 1. As for the charge: -1. The frontier orbital gap comes out at 7.24 eV. The calculation puts the HOMO energy at -0.090 hartree. As for the energy above the lowest of the compared OMol25 structures with the same formula, charge and spin: 14.38 kcal per mole.

---

# 6
A cluster of 2 separate species, C2H8NO in total. Source: the Open Molecules 2025 dataset; level of theory: ωB97M-V/def2-TZVPD.

Each line ends with the natural charge from an NBO analysis.
Geometry (Å):
1 O 2.0715 0.1833 -0.9673  -1.3555
2 H 2.6781 -0.3878 -0.6402  0.3922
3 C -0.8161 0.2988 -0.8598  -0.4427
4 N -0.8047 -0.6257 0.2850  -0.6605
5 C -0.7053 0.0425 1.5547  -0.4303
6 H 0.2239 0.5260 -1.1376  0.2985
7 H -1.2861 -0.3367 -1.7593  0.1493
8 H -1.4018 1.1269 -0.6904  0.1585
9 H 0.0119 -1.2408 0.2608  0.3685
10 H -0.4799 -0.3041 2.5239  0.1900
11 H -1.6163 0.6574 1.6275  0.1537
12 H 0.0597 0.8251 1.3901  0.1783

For the energy, the calculation gives -210.9231 hartree. As for the spin multiplicity: 1. As for the charge: -1. The frontier orbital gap comes out at 6.98 eV. The calculation puts the HOMO energy at -0.094 hartree. As for the energy above the lowest of the compared OMol25 structures with the same formula, charge and spin: 38.35 kcal per mole.

---

# 7
A cluster of 2 separate species, C2H8NO in total. Source: the Open Molecules 2025 dataset; level of theory: ωB97M-V/def2-TZVPD.

Each line ends with the Löwdin spin population.
Geometry (Å):
1 O 2.6777 0.8489 1.0583  0.0057
2 H 2.3104 0.1402 1.6243  0.0043
3 C 0.1657 -0.2768 -1.2156  0.1406
4 N -0.2122 0.5329 -0.0493  0.0077
5 C -1.3702 -0.0911 0.6081  0.4306
6 H -0.6438 -0.2166 -1.9628  0.0610
7 H 0.4797 -1.3087 -1.0537  0.0333
8 H 0.9587 0.3031 -1.7178  0.0120
9 H 0.6500 0.8060 0.4150  0.0017
10 H -2.3207 0.3484 0.2346  0.1247
11 H -1.4131 -1.1533 0.3715  0.1040
12 H -1.2821 0.0671 1.6874  0.0742

For the energy, the calculation gives -210.7862 hartree. As for the spin multiplicity: 2. As for the charge: -2. The frontier orbital gap (spin up / spin down) comes out at 3.05 / 7.46 eV. The calculation puts the HOMO energy (spin up / spin down) at 0.164 / 0.009 hartree. As for the energy above the lowest of the compared OMol25 structures with the same formula, charge and spin: 17.67 kcal per mole.

---

# 8
A cluster of 2 separate species, C2H8NO in total. Source: the Open Molecules 2025 dataset; level of theory: ωB97M-V/def2-TZVPD.

Each line ends with the natural charge from an NBO analysis.
Geometry (Å):
1 C -0.1290 1.4126 0.7130  -0.4270
2 C 1.6000 -0.0388 -0.1347  0.1035
3 N 0.3653 0.1277 0.1264  -0.3892
4 H 0.6318 2.1242 0.3810  0.2236
5 H -1.1547 1.5499 0.3676  0.2484
6 H -0.1066 1.3406 1.8098  0.2482
7 H 2.2122 0.8259 0.0497  0.2207
8 H 1.8792 -1.0078 -0.5195  0.2350
9 H -0.3909 -0.6277 -0.0336  0.4759
10 H -2.1573 -2.3183 -0.5419  0.5212
11 H -1.2870 -1.7388 -1.5888  0.4979
12 O -1.4629 -1.6493 -0.6291  -0.9583

For the energy, the calculation gives -210.7220 hartree. As for the spin multiplicity: 1. As for the charge: +1. The frontier orbital gap comes out at 12.25 eV. The calculation puts the HOMO energy at -0.624 hartree. As for the energy above the lowest of the compared OMol25 structures with the same formula, charge and spin: 19.50 kcal per mole.

---

# 9
A cluster of 2 separate species, C2H8NO in total. Source: the Open Molecules 2025 dataset; level of theory: ωB97M-V/def2-TZVPD.

Each line ends with the natural charge from an NBO analysis.
Geometry (Å):
1 N -1.2890 -0.9436 0.3675  -0.9468
2 H -1.4430 -0.0126 0.9578  0.4784
3 H -1.6712 -1.9361 0.7693  0.4737
4 H -0.2043 -0.9489 0.1855  0.4937
5 H -1.6699 -0.8804 -0.5572  0.4398
6 C 0.8755 1.0481 0.7164  -0.5311
7 C 1.0383 0.9484 -0.5518  0.1429
8 O 0.7802 -0.4414 -1.0272  -0.7890
9 H 0.4809 1.9792 1.2058  0.2601
10 H 1.0990 0.1015 1.3321  0.2277
11 H 1.0497 1.6548 -1.4013  0.2271
12 H 0.9537 -0.5690 -1.9969  0.5236

For the energy, the calculation gives -210.6656 hartree. As for the spin multiplicity: 1. As for the charge: +1. The frontier orbital gap comes out at 10.30 eV. The calculation puts the HOMO energy at -0.524 hartree. As for the energy above the lowest of the compared OMol25 structures with the same formula, charge and spin: 54.90 kcal per mole.

---

# 10
A cluster of 2 separate species, C2H8NO2 in total. Source: the Open Molecules 2025 dataset; level of theory: ωB97M-V/def2-TZVPD.

Each line ends with the natural charge from an NBO analysis.
Geometry (Å):
1 C -0.3618 0.5465 -0.5185  -0.0666
2 O 0.9037 0.1253 -0.1771  -0.9810
3 C -1.3586 -0.6509 -0.6473  -0.2343
4 N -1.1179 -1.4247 0.4813  -0.8590
5 H -0.7339 0.9735 0.3571  0.0969
6 H -0.3340 1.1841 -1.3735  0.1124
7 H -2.4201 -0.4169 -0.6889  0.1476
8 H -1.0650 -1.1530 -1.6325  0.1346
9 H -0.1852 -1.1771 0.7951  0.3985
10 H -1.8176 -0.9824 1.1666  0.3127
11 H 3.5818 0.7985 0.6947  0.4368
12 H 2.0902 0.9843 0.4684  0.5135
13 O 2.8184 1.1929 1.0748  -1.0122

For the energy, the calculation gives -286.2146 hartree. As for the spin multiplicity: 1. As for the charge: -1. The frontier orbital gap comes out at 7.47 eV. The calculation puts the HOMO energy at -0.108 hartree. As for the energy above the lowest of the compared OMol25 structures with the same formula, charge and spin: 20.48 kcal per mole.

---

# 11
A cluster of 2 separate species, C2H8NO2 in total. Source: the Open Molecules 2025 dataset; level of theory: ωB97M-V/def2-TZVPD.

Each line ends with the natural charge from an NBO analysis.
Geometry (Å):
1 C -0.9556 -0.2105 -0.0969  -0.0140
2 O -1.2992 1.0355 -0.5067  -0.9179
3 C 0.5306 -0.5564 -0.4421  -0.2503
4 N 0.8267 -1.9748 -0.0846  -0.8684
5 H -1.5266 -1.0018 -0.6359  0.0940
6 H -1.0955 -0.4046 0.9909  0.0753
7 H 1.1555 0.1271 0.1289  0.1699
8 H 0.5851 -0.4500 -1.5208  0.1723
9 H 0.1074 -2.3048 0.5523  0.3375
10 H 1.6973 -2.0518 0.4263  0.3345
11 H -0.4894 2.1593 -0.1604  0.5033
12 H 0.2931 2.7191 1.1391  0.4294
13 O 0.1705 2.9138 0.2100  -1.0656

For the energy, the calculation gives -286.2356 hartree. As for the spin multiplicity: 1. As for the charge: -1. The frontier orbital gap comes out at 7.67 eV. The calculation puts the HOMO energy at -0.120 hartree. As for the energy above the lowest of the compared OMol25 structures with the same formula, charge and spin: 7.30 kcal per mole.

---

# 12
A structure of composition C2H8NO2. Source: the Open Molecules 2025 dataset; level of theory: ωB97M-V/def2-TZVPD.

Each line ends with the natural charge from an NBO analysis.
Geometry (Å):
1 C -0.0589 -0.1007 -0.2777  -0.0761
2 O -0.8615 -0.5952 0.7371  -0.7989
3 C 1.0678 0.6449 0.4602  -0.3191
4 N 2.4338 1.1685 -0.0911  -0.8389
5 H -0.6825 0.5199 -0.9362  0.1575
6 H 0.3600 -0.9516 -0.8327  0.1335
7 H 0.6772 1.4307 1.1022  0.1954
8 H 1.6020 1.1773 -0.7617  0.3732
9 H 2.8580 0.3998 -0.6271  0.3194
10 H 1.2893 -0.1019 1.2461  0.1927
11 H -3.9188 -1.3141 -0.0389  0.4203
12 H -1.7712 -0.9355 0.3078  0.5261
13 O -2.9950 -1.3421 -0.2880  -1.2849

For the energy, the calculation gives -286.1553 hartree. As for the spin multiplicity: 1. As for the charge: -1. The frontier orbital gap comes out at 7.80 eV. The calculation puts the HOMO energy at -0.132 hartree. As for the energy above the lowest of the compared OMol25 structures with the same formula, charge and spin: 57.74 kcal per mole.